#P
38
Properties=species:S:1:pos:R:3 method="wB97M-V/def2-TZVPD" charge=-1 mol_weight_g_mol=657.14 orbital_gap_ev=7.49
Y 0.82 -0.04 -0.25
S -3.15 -0.72 1.64
Sb -2.20 -1.68 -0.21
S -0.04 -2.56 0.27
S -1.44 0.20 -1.54
S -3.38 -3.06 -1.54
N -1.83 2.18 1.89
C -0.48 2.85 1.94
C -0.62 4.11 2.78
P 0.06 3.31 0.20
O -1.36 3.25 -0.56
O 0.60 4.67 0.22
O 0.90 2.16 -0.35
P 0.66 1.63 2.70
O -0.15 1.33 4.08
O 0.42 0.38 1.86
O 2.01 2.19 2.89
H -2.42 2.65 1.20
H -2.27 2.20 2.81
H -1.85 1.15 1.62
H -1.30 4.82 2.31
H 0.35 4.60 2.85
H -0.97 3.87 3.79
H -1.51 2.37 -0.98
H -0.33 0.38 4.15
C 3.10 -3.93 -1.98
N 1.87 -3.44 -2.56
C 0.77 -4.22 -2.90
C -0.22 -3.37 -3.25
N 0.29 -2.10 -3.14
C 1.55 -2.14 -2.68
S 2.59 -0.81 -2.31
H 3.17 -5.00 -2.17
H 3.11 -3.74 -0.91
H 3.95 -3.42 -2.43
H 0.79 -5.29 -2.82
H -1.25 -3.54 -3.48
H -0.27 -1.25 -3.13


#Q
38
Properties=species:S:1:pos:R:3 method="wB97M-V/def2-TZVPD" charge=-1 mol_weight_g_mol=657.14 orbital_gap_ev=7.45
Y 0.20 0.28 0.41
S 2.91 0.69 0.02
Sb 1.82 2.37 -1.24
S 0.23 0.99 -2.34
S 0.39 3.09 0.53
S 2.99 3.90 -2.39
N -2.16 2.65 2.24
C -2.69 1.34 2.74
C -3.84 1.62 3.70
P -3.14 0.23 1.36
O -4.46 0.98 0.81
O -2.06 0.36 0.32
O -3.45 -1.10 1.94
P -1.26 0.57 3.65
O -1.93 -0.73 4.28
O -0.85 1.56 4.66
O -0.28 0.15 2.56
H -2.91 3.26 1.92
H -1.47 2.56 1.44
H -1.65 3.10 3.01
H -4.63 2.18 3.20
H -3.48 2.16 4.57
H -4.27 0.68 4.03
H -4.94 0.46 0.16
H -2.40 -1.22 3.57
C 3.43 -3.73 0.15
N 3.12 -2.89 -0.99
C 4.00 -2.49 -1.98
C 3.34 -1.63 -2.78
N 2.06 -1.54 -2.29
C 1.93 -2.28 -1.18
S 0.56 -2.46 -0.18
H 4.40 -4.18 -0.02
H 2.67 -4.50 0.26
H 3.45 -3.12 1.05
H 5.02 -2.84 -2.01
H 3.67 -1.06 -3.63
H 1.39 -0.77 -2.50


Least stable of them? #P.


#P
8
Properties=species:S:1:pos:R:3 method="wB97M-V/def2-TZVPD" charge=0 mol_weight_g_mol=111.96 orbital_gap_ev=10.40
H 1.55 0.69 1.86
N 1.22 0.41 0.93
C 0.10 -0.08 0.89
C -0.32 -0.14 -0.95
Cl -0.63 -1.68 -1.67
Cl -1.71 0.89 -1.10
H -0.75 -0.24 1.45
H 0.53 0.16 -1.41


#Q
8
Properties=species:S:1:pos:R:3 method="wB97M-V/def2-TZVPD" charge=0 mol_weight_g_mol=111.96 orbital_gap_ev=10.98
H 0.22 -1.09 -2.17
N -0.04 -0.84 -1.27
C 0.31 0.17 -0.67
C -0.36 0.16 0.84
Cl 0.84 -0.60 1.98
Cl -0.78 1.80 1.26
H 1.05 1.03 -0.86
H -1.23 -0.64 0.90


#R
8
Properties=species:S:1:pos:R:3 method="wB97M-V/def2-TZVPD" charge=0 mol_weight_g_mol=111.96 orbital_gap_ev=8.29
C 0.05 1.32 0.85
C -0.77 -0.45 -2.72
N 0.46 0.70 1.82
Cl -1.05 0.48 -0.32
Cl -1.43 0.38 -4.06
H 0.35 2.36 0.52
H 0.43 -0.23 -2.83
H 0.16 -0.18 2.12


Least stable of them? #R.


#P
17
Properties=species:S:1:pos:R:3 method="wB97M-V/def2-TZVPD" charge=+1 mol_weight_g_mol=133.20 orbital_gap_ev="8.45 / 6.98"
C 2.09 0.39 0.41
C 1.79 -1.00 -0.18
C -0.47 -0.37 -0.29
C -2.82 1.09 -0.18
N 1.06 1.00 1.04
N 0.40 -1.50 0.10
O 3.20 0.89 0.25
S -1.91 -0.24 0.63
H 1.92 -0.84 -1.20
H 2.41 -1.78 0.21
H -0.24 0.16 -1.24
H -3.27 1.68 0.69
H -3.47 0.89 -1.00
H -2.08 1.86 -0.53
H 0.92 1.99 0.93
H 0.26 -2.21 -0.64
H 0.20 -2.03 1.00


#Q
17
Properties=species:S:1:pos:R:3 method="wB97M-V/def2-TZVPD" charge=+1 mol_weight_g_mol=133.20 orbital_gap_ev=9.60
C -0.06 -1.98 -0.60
C -0.09 -0.75 0.22
C 0.80 0.73 -0.47
N 1.71 1.37 0.56
C -0.68 1.21 -0.51
O -1.10 2.31 -0.72
N -1.24 0.12 0.06
S -2.95 -0.32 0.12
H -0.56 -2.73 0.04
H 0.93 -2.18 -0.78
H -0.55 -1.92 -1.48
H 0.16 -0.94 1.20
H 1.26 0.52 -1.37
H 2.49 0.81 0.66
H 1.09 1.64 1.30
H 1.96 2.28 0.32
H -3.17 -0.18 1.45


#R
17
Properties=species:S:1:pos:R:3 method="wB97M-V/def2-TZVPD" charge=+1 mol_weight_g_mol=133.20 orbital_gap_ev=8.61
C 0.07 -2.94 -0.67
C -0.02 -1.51 -0.13
N -0.51 -0.46 -0.75
S -1.36 -0.47 -2.22
C -0.40 1.06 -0.19
O -0.86 1.87 -0.99
C 0.32 1.17 0.96
N 0.78 2.54 1.47
H 1.00 -3.00 -1.21
H -0.73 -2.99 -1.50
H -0.04 -3.76 -0.01
H 0.62 -1.36 0.83
H -1.78 0.85 -2.20
H 0.45 0.44 1.71
H 0.18 2.56 2.31
H 0.54 3.22 0.73
H 1.74 2.79 1.85


Least stable of them? #P.


#P
13
Properties=species:S:1:pos:R:3 method="wB97M-V/def2-TZVPD" charge=0 mol_weight_g_mol=103.10 orbital_gap_ev=9.38
H 0.23 -1.44 -0.68
N -0.70 -1.57 -0.28
C -0.95 -0.29 -0.20
N -2.29 -0.01 0.20
C 0.05 0.84 -0.23
F -0.57 2.03 -0.13
C 1.37 0.71 -0.10
N 2.00 -0.51 0.05
H -2.87 -0.92 0.03
H -2.81 0.92 0.35
H 2.01 1.61 -0.14
H 1.53 -1.08 0.78
H 3.00 -0.29 0.35


#Q
13
Properties=species:S:1:pos:R:3 method="wB97M-V/def2-TZVPD" charge=0 mol_weight_g_mol=103.10 orbital_gap_ev=9.49
H 0.54 -1.65 -0.63
N -0.42 -1.75 -0.24
C -0.86 -0.52 -0.11
N -2.22 -0.24 0.18
C 0.09 0.58 -0.10
F -0.39 1.86 -0.10
C 1.37 0.50 0.00
N 2.26 -0.58 0.14
H -2.65 -1.07 0.42
H -2.44 0.58 0.78
H 1.86 1.51 -0.16
H 2.05 -1.36 0.87
H 3.23 -0.20 0.27


#R
13
Properties=species:S:1:pos:R:3 method="wB97M-V/def2-TZVPD" charge=0 mol_weight_g_mol=103.10 orbital_gap_ev=10.08
H 2.72 -1.31 -0.71
N 1.85 -1.68 -0.16
C 0.90 -0.83 -0.09
N -0.35 -1.03 0.39
C -1.29 0.07 0.35
C -0.43 1.13 -0.38
N 0.95 0.63 -0.39
F 1.58 1.42 0.69
H -0.82 -1.95 0.52
H -1.70 0.29 1.43
H -2.15 -0.15 -0.15
H -0.79 1.20 -1.41
H -0.46 2.22 -0.10


Least stable of them? #R.


#P
21
Properties=species:S:1:pos:R:3 method="wB97M-V/def2-TZVPD" charge=-1 mol_weight_g_mol=102.18 orbital_gap_ev="2.61 / 9.00" spin_multiplicity=2 s2=0.750
C 2.23 0.04 0.97
N 0.79 -0.33 1.03
C 0.34 -0.39 2.42
C -0.02 0.71 0.32
C -0.03 0.43 -1.20
N -1.38 0.49 -1.83
C -1.92 -0.88 -1.92
H 2.58 0.88 0.37
H 2.73 -0.84 0.54
H 2.59 0.20 1.99
H 0.35 0.54 3.01
H -0.69 -0.80 2.40
H 1.03 -1.04 2.97
H -1.01 0.73 0.78
H 0.44 1.69 0.42
H 0.38 -0.54 -1.50
H 0.66 1.16 -1.64
H -1.98 1.00 -1.19
H -1.89 -1.36 -0.93
H -2.97 -0.75 -2.22
H -1.38 -1.47 -2.65


#Q
21
Properties=species:S:1:pos:R:3 method="wB97M-V/def2-TZVPD" charge=-1 mol_weight_g_mol=102.18 orbital_gap_ev="2.68 / 8.29" spin_multiplicity=2 s2=0.750
C 0.46 0.68 0.24
N 1.23 -0.51 0.06
C 1.83 -0.80 -1.24
C 1.02 -1.68 0.87
C -0.97 0.78 -0.33
C -2.01 0.09 0.59
N -1.35 2.18 -0.41
H 0.97 1.46 -0.36
H 0.56 1.03 1.27
H 2.08 0.15 -1.73
H 2.76 -1.34 -1.09
H 1.17 -1.39 -1.88
H 0.04 -2.19 0.83
H 1.20 -1.40 1.92
H 1.69 -2.49 0.59
H -0.90 0.36 -1.34
H -1.71 -0.93 0.77
H -1.94 0.63 1.53
H -3.00 0.13 0.12
H -2.34 2.31 -0.37
H -0.79 2.94 -0.04


Least stable of them? #P.